The following is a DFT calculation (ωB97M-V/def2-TZVPD) of a 11-piece molecular cluster, C42H79BN11O2 overall.

Its net charge is +1. The total energy is -65993.663 eV.

```
135
Properties=species:S:1:pos:R:3:lowdin_charge:R:1
C 1.12 1.43 4.56 -0.04
C 2.43 1.55 3.80 -0.20
O 2.52 2.78 3.05 0.14
B 2.11 2.73 1.80 -0.72
N 1.87 4.11 1.13 0.33
O 1.93 1.63 1.02 0.19
H 0.97 2.39 5.04 0.07
H 1.24 0.72 5.36 0.09
H 0.30 1.17 3.91 0.07
H 3.20 1.59 4.55 0.13
H 2.64 0.66 3.22 0.08
H 0.98 4.16 0.64 0.18
H 1.99 4.85 1.81 0.17
H 2.65 4.24 0.47 0.17
H 1.01 1.40 0.88 0.07
C -1.16 -0.73 -3.44 -0.12
C -0.87 -0.41 -4.90 -0.27
C 0.14 0.72 -5.10 -0.19
C -0.36 1.96 -4.51 -0.24
N -0.75 2.94 -4.04 0.13
H -1.62 0.11 -2.92 0.07
H -1.86 -1.57 -3.37 0.06
H -0.25 -1.01 -2.90 0.06
H -1.80 -0.15 -5.40 0.11
H -0.48 -1.31 -5.39 0.10
H 0.31 0.88 -6.16 0.10
H 1.09 0.47 -4.63 0.12
C -2.97 -1.49 0.84 -0.12
C -3.59 -2.77 0.28 -0.25
C -2.60 -3.94 0.25 -0.18
C -1.46 -3.66 -0.65 -0.23
N -0.63 -3.46 -1.41 0.16
H -2.15 -1.11 0.23 0.02
H -3.72 -0.70 0.89 0.08
H -2.59 -1.65 1.85 0.06
H -3.98 -2.59 -0.72 0.11
H -4.44 -3.05 0.91 0.11
H -3.08 -4.84 -0.12 0.12
H -2.22 -4.14 1.25 0.12
C -4.05 -0.24 4.47 -0.11
C -3.82 0.29 5.88 -0.27
C -2.41 -0.01 6.40 -0.18
C -2.16 -1.45 6.44 -0.24
N -1.96 -2.59 6.47 0.14
H -3.96 -1.32 4.43 0.07
H -5.05 0.02 4.13 0.05
H -3.33 0.19 3.77 0.07
H -4.56 -0.15 6.55 0.12
H -3.97 1.37 5.89 0.05
H -2.28 0.40 7.40 0.12
H -1.66 0.45 5.75 0.10
C -1.55 5.35 5.94 -0.11
C -1.32 5.85 7.36 -0.26
C 0.10 5.56 7.88 -0.18
C 0.35 4.12 7.90 -0.23
N 0.54 2.98 7.93 0.15
H -1.45 4.26 5.88 0.06
H -2.55 5.60 5.60 0.07
H -0.83 5.80 5.25 0.07
H -2.05 5.40 8.02 0.11
H -1.49 6.93 7.39 0.11
H 0.22 5.95 8.89 0.12
H 0.84 6.04 7.24 0.12
C 2.85 -2.28 1.23 -0.09
C 2.22 -1.94 2.57 -0.24
C 0.69 -1.97 2.52 -0.15
C 0.19 -1.00 1.53 -0.19
N -0.17 -0.27 0.72 0.18
H 2.58 -1.55 0.46 0.07
H 3.94 -2.28 1.31 0.07
H 2.53 -3.26 0.90 0.05
H 2.55 -0.95 2.90 0.07
H 2.56 -2.65 3.32 0.12
H 0.26 -1.73 3.49 0.12
H 0.34 -2.96 2.23 0.10
C 5.31 1.88 1.31 -0.11
C 6.80 1.58 1.26 -0.24
C 7.01 0.07 1.46 -0.18
C 6.41 -0.27 2.76 -0.24
N 5.90 -0.41 3.78 0.16
H 4.92 1.61 2.29 0.05
H 5.11 2.95 1.17 0.08
H 4.76 1.32 0.55 0.09
H 7.31 2.14 2.04 0.12
H 7.23 1.89 0.31 0.11
H 8.06 -0.20 1.45 0.12
H 6.50 -0.49 0.68 0.12
C -1.77 -0.55 -10.19 -0.10
C -1.49 -2.03 -9.96 -0.25
C -0.95 -2.32 -8.56 -0.18
C 0.32 -1.61 -8.34 -0.21
N 1.32 -1.07 -8.21 0.18
H -0.86 0.05 -10.12 0.06
H -2.18 -0.39 -11.19 0.08
H -2.49 -0.17 -9.47 0.08
H -0.78 -2.38 -10.71 0.11
H -2.41 -2.60 -10.10 0.11
H -0.77 -3.39 -8.43 0.12
H -1.66 -2.00 -7.80 0.11
C -8.07 1.31 4.40 -0.10
C -8.13 2.46 5.40 -0.25
C -7.29 3.67 4.96 -0.18
C -5.87 3.32 4.84 -0.20
N -4.76 3.05 4.75 0.16
H -7.06 0.92 4.30 0.05
H -8.70 0.48 4.74 0.08
H -8.42 1.62 3.42 0.08
H -7.79 2.11 6.37 0.11
H -9.17 2.78 5.51 0.11
H -7.38 4.47 5.69 0.12
H -7.64 4.05 4.00 0.12
C 2.78 0.97 -9.83 -0.15
C 3.75 1.53 -10.88 -0.26
C 3.09 2.55 -11.81 -0.19
C 1.97 1.94 -12.54 -0.24
N 1.10 1.44 -13.11 0.14
H 1.96 0.44 -10.30 0.05
H 3.29 0.28 -9.18 0.05
H 2.37 1.78 -9.22 0.08
H 4.15 0.71 -11.47 0.11
H 4.59 2.01 -10.37 0.11
H 3.81 2.94 -12.53 0.12
H 2.70 3.40 -11.23 0.12
C 3.82 -6.56 -0.92 -0.11
C 3.54 -7.66 0.10 -0.26
C 2.04 -7.80 0.43 -0.18
C 1.51 -6.56 0.99 -0.21
N 1.10 -5.57 1.42 0.16
H 3.52 -5.58 -0.55 0.06
H 4.88 -6.52 -1.14 0.07
H 3.29 -6.75 -1.85 0.08
H 4.09 -7.44 1.02 0.11
H 3.91 -8.61 -0.28 0.11
H 1.89 -8.60 1.15 0.12
H 1.48 -8.05 -0.47 0.12
```